[1]
The following is a quantum chemistry calculation of a cluster of 8 separate species, C24H66N2O12 in total at a distorted geometry, from the OMol25 dataset.

Computed properties:
SMILES   COCCNCCOC.COCCNCCOC.OCCO.OCCO.CCO.CCO.CCO.CCO

Last column: Löwdin charge in e.
CARTESIAN COORDINATES (ANGSTROEM)
C -6.85 4.34 1.66  -0.131
O -6.34 4.71 0.42  -0.187
C -4.98 4.68 0.31  -0.251
C -4.72 3.16 0.14  -0.147
N -3.25 2.94 -0.20  -0.041
C -2.23 3.47 0.76  -0.167
C -0.84 2.92 0.46  -0.418
O 0.02 3.26 1.26  -0.112
C 1.28 2.61 1.14  -0.024
H -7.69 4.94 1.72  0.061
H -6.27 4.47 2.63  0.124
H -7.21 3.32 1.68  0.082
H -4.58 5.09 1.22  0.110
H -4.71 5.30 -0.54  0.131
H -5.44 2.84 -0.59  0.115
H -4.96 2.69 1.07  0.091
H -3.16 3.49 -1.02  0.074
H -2.49 3.14 1.77  0.123
H -2.19 4.54 0.65  0.104
H -0.51 3.30 -0.54  0.142
H -1.05 1.82 0.44  0.113
H 1.25 1.71 1.64  0.042
H 2.06 3.16 1.69  0.106
H 1.60 2.46 0.07  0.101
C -0.56 4.23 -8.24  -0.101
O -0.15 3.05 -7.63  -0.186
C 0.14 3.14 -6.30  -0.258
C 1.07 1.98 -6.11  -0.175
N 1.39 1.78 -4.69  -0.077
C 0.44 1.10 -3.87  -0.199
C 0.82 1.14 -2.41  -0.385
O -0.04 0.70 -1.62  -0.122
C 0.33 -0.52 -1.04  -0.064
H 0.17 5.00 -8.11  0.081
H -1.50 4.61 -7.83  0.093
H -0.83 3.96 -9.22  0.075
H -0.75 3.05 -5.82  0.099
H 0.68 4.07 -6.16  0.129
H 2.01 2.08 -6.63  0.114
H 0.58 1.17 -6.64  0.125
H 1.57 2.70 -4.27  0.113
H 0.40 0.10 -4.28  0.128
H -0.47 1.54 -4.12  0.093
H 0.94 2.20 -2.07  0.120
H 1.84 0.81 -2.26  0.122
H -0.48 -0.75 -0.20  0.138
H 1.41 -0.75 -0.81  0.094
H 0.15 -1.33 -1.66  0.038
C -1.03 -4.58 4.50  -0.056
C -2.21 -4.19 3.72  -0.374
O -2.83 -5.32 3.23  -0.071
H -0.14 -4.33 3.90  0.082
H -0.98 -5.57 4.58  0.025
H -1.03 -4.29 5.55  0.088
H -2.01 -3.50 2.95  0.065
H -2.89 -3.54 4.24  0.093
H -3.05 -5.99 3.96  0.130
C 5.24 -4.21 1.80  -0.114
C 4.67 -4.38 0.48  -0.368
O 3.64 -5.34 0.61  -0.085
H 4.45 -4.24 2.63  0.079
H 5.54 -3.10 1.86  0.090
H 6.10 -4.92 2.00  0.092
H 5.39 -4.56 -0.30  0.104
H 4.18 -3.43 0.19  0.103
H 2.91 -5.08 0.07  0.012
C -3.09 -0.61 3.53  -0.105
C -1.91 0.14 3.49  -0.320
O -1.41 -0.08 2.18  -0.124
H -2.84 -1.60 3.07  0.089
H -3.83 -0.27 2.84  0.077
H -3.58 -0.75 4.52  0.106
H -1.13 -0.24 4.14  0.109
H -1.98 1.26 3.69  0.141
H -2.05 0.22 1.50  0.112
C 2.39 -2.46 2.87  -0.075
C 1.10 -1.78 2.81  -0.360
O 1.18 -0.69 1.93  -0.119
H 2.68 -3.14 3.67  0.084
H 3.17 -1.65 2.70  0.105
H 2.46 -3.14 2.00  0.061
H 0.65 -1.38 3.71  0.101
H 0.31 -2.51 2.42  0.104
H 0.30 -0.27 1.91  0.026
C 0.50 -3.81 0.01  -0.255
C -0.79 -3.86 -0.67  -0.273
O -1.69 -3.58 0.34  -0.025
O 1.58 -4.26 -0.79  -0.062
H 0.57 -4.57 0.80  0.146
H 0.75 -2.82 0.47  0.111
H -0.82 -4.83 -1.20  0.148
H -0.97 -3.03 -1.32  0.104
H -2.47 -4.00 0.05  0.077
H 1.73 -3.57 -1.44  0.099
C 4.65 1.12 -0.64  -0.305
C 4.10 0.25 0.39  -0.250
O 5.25 -0.48 0.72  -0.068
O 5.65 1.94 -0.13  -0.042
H 3.93 1.73 -1.14  0.106
H 5.13 0.55 -1.39  0.121
H 3.25 -0.43 0.08  0.115
H 3.72 0.87 1.24  0.128
H 5.92 0.20 0.49  0.079
H 5.76 2.70 -0.70  0.104

---

[2]
The following is a quantum chemistry calculation of a cluster of 8 separate species, C24H66N2O16 in total at a distorted geometry, from the OMol25 dataset.

Computed properties:
SMILES   COCCNCCOC.COCCNCCOC.OCCO.OCCO.OCCO.OCCO.OCCO.OCCO

Last column: Löwdin charge in e.
CARTESIAN COORDINATES (ANGSTROEM)
C 11.22 18.48 14.62  -0.067
O 11.81 17.55 13.68  -0.243
C 12.06 17.91 12.32  -0.227
C 12.37 16.68 11.54  -0.235
N 13.39 15.75 12.03  -0.009
C 12.81 14.87 13.15  -0.159
C 13.86 14.18 14.02  -0.223
O 14.70 14.99 14.80  -0.220
C 14.03 15.60 15.90  -0.072
H 10.41 19.02 14.13  0.080
H 11.91 19.18 15.00  0.059
H 10.85 17.83 15.46  0.103
H 12.87 18.71 12.26  0.135
H 11.20 18.47 11.91  0.117
H 12.44 16.93 10.51  0.103
H 11.41 16.12 11.52  0.122
H 14.23 16.30 12.28  0.071
H 12.25 14.08 12.58  0.108
H 12.15 15.37 13.80  0.069
H 14.46 13.46 13.48  0.103
H 13.30 13.59 14.77  0.123
H 14.75 16.23 16.39  0.085
H 13.66 14.79 16.64  0.114
H 13.13 16.16 15.57  0.078
C 9.34 10.52 7.93  -0.117
O 10.73 10.68 7.64  -0.226
C 11.21 12.06 7.83  -0.170
C 12.66 11.89 8.28  -0.189
N 12.74 11.09 9.50  -0.054
C 12.71 11.80 10.77  -0.190
C 12.04 11.10 11.96  -0.191
O 10.77 10.64 11.52  -0.208
C 10.06 9.86 12.46  -0.111
H 8.96 9.49 7.86  0.089
H 8.76 11.20 7.26  0.091
H 9.13 10.90 8.95  0.077
H 10.56 12.48 8.60  0.113
H 11.16 12.59 6.88  0.116
H 13.09 12.90 8.37  0.120
H 13.24 11.41 7.48  0.114
H 12.03 10.41 9.38  0.074
H 12.28 12.80 10.56  0.109
H 13.75 12.03 11.01  0.108
H 11.93 11.78 12.74  0.081
H 12.69 10.26 12.31  0.121
H 9.23 9.49 11.82  0.100
H 9.79 10.48 13.31  0.084
H 10.60 8.95 12.80  0.094
C 15.32 8.68 9.76  -0.172
C 14.45 8.17 10.92  -0.224
O 14.85 6.85 11.33  -0.073
O 16.66 8.84 10.27  -0.128
H 14.97 9.65 9.39  0.103
H 15.32 7.90 8.94  0.145
H 13.42 8.09 10.54  0.119
H 14.51 8.81 11.77  0.089
H 15.39 6.79 12.14  0.090
H 17.20 8.07 10.05  0.082
C 20.25 13.55 12.15  -0.241
C 20.06 13.39 10.63  -0.219
O 19.57 12.11 10.28  -0.098
O 21.08 12.55 12.72  -0.059
H 19.27 13.61 12.61  0.073
H 20.70 14.51 12.35  0.108
H 21.04 13.55 10.10  0.134
H 19.40 14.24 10.26  0.127
H 18.61 12.01 10.52  0.062
H 20.98 11.65 12.38  0.053
C 20.01 8.94 11.66  -0.208
C 20.03 7.76 10.65  -0.191
O 18.80 6.99 10.71  -0.079
O 20.96 9.90 11.13  -0.108
H 20.41 8.61 12.60  0.122
H 19.02 9.35 11.70  0.073
H 20.88 7.14 10.73  0.102
H 20.14 8.22 9.63  0.136
H 18.82 6.64 11.60  0.088
H 20.41 10.58 10.63  0.074
C 17.55 13.14 16.35  -0.185
C 19.12 13.07 16.48  -0.204
O 19.86 14.20 15.96  -0.079
O 17.28 13.14 14.96  -0.121
H 17.17 13.96 16.85  0.088
H 17.22 12.09 16.74  0.150
H 19.45 12.11 16.02  0.118
H 19.55 12.95 17.49  0.112
H 20.70 13.88 15.65  0.081
H 17.36 14.07 14.64  0.069
C 17.00 11.61 12.65  -0.184
C 17.53 10.44 13.47  -0.205
O 16.82 9.21 13.24  -0.073
O 17.18 11.44 11.22  -0.088
H 17.51 12.46 13.02  0.065
H 15.94 11.89 12.84  0.115
H 17.44 10.68 14.52  0.109
H 18.59 10.33 13.27  0.097
H 16.78 9.00 12.28  0.037
H 17.07 10.51 10.91  0.063
C 17.25 17.60 12.88  -0.198
C 18.19 16.38 13.08  -0.230
O 17.95 15.89 14.39  -0.089
O 15.90 17.11 13.03  -0.117
H 17.28 17.84 11.84  0.107
H 17.52 18.42 13.57  0.125
H 19.19 16.84 13.06  0.127
H 17.96 15.62 12.25  0.139
H 18.76 15.48 14.73  0.063
H 15.80 16.53 13.83  0.077

---

Energy relative to the best compared isomer or geometry (same formula, charge and spin) list, top to bottom, in eV: 8.413 1.819
Lowest unoccupied orbital energy list, top to bottom, in eV: 0.5 0.6